Here is 2 unconnected molecules or ions with the total composition C5H5NO at a distorted geometry from the Open Molecules 2025 dataset. Energies are from wB97M-V/def2-TZVPD.

- HOMO: -9.59 eV
- Total charge: 0
- Kohn-Sham gap: 10.184 eV
- ΔE to the lowest compared entry with this formula, charge and spin: 67.7 kcal/mol

CARTESIAN COORDINATES (ANGSTROEM)
C -0.169 0.865 -0.802
C -0.451 -0.034 -0.075
C 3.056 0.695 -0.827
C -1.651 -1.114 1.581
C -0.634 -1.182 0.711
N 2.489 0.088 -1.682
O 3.628 1.159 0.068
H 0.093 1.911 -1.126
H -1.939 -2.040 2.170
H -2.410 -0.339 1.646
H 0.056 -1.974 0.632
H 1.641 0.273 -2.136

Atomic forces in eV per Å
C 0.5 3.8 -0.9
C 0.6 -0.8 -0.3
C -0.3 0.0 0.7
C -0.8 -2.8 0.6
C -1.9 1.4 1.2
N 1.1 -0.8 -0.6
O 0.6 0.4 0.3
H -0.6 -2.0 0.2
H 0.7 1.3 -0.5
H 0.6 0.3 -0.2
H 0.5 -0.9 0.0
H -0.9 0.2 -0.5

Here is C5H5NO in the gas phase at a distorted geometry from the Open Molecules 2025 dataset. Energies are from wB97M-V/def2-TZVPD.

- HOMO: -8.98 eV
- Total charge: 0
- Kohn-Sham gap: 8.353 eV
- ΔE to the lowest compared entry with this formula, charge and spin: 144.6 kcal/mol

CARTESIAN COORDINATES (ANGSTROEM)
O 1.968 -0.606 1.324
C 1.093 -0.282 0.574
C -0.395 0.121 0.768
C -1.122 -0.088 1.999
C 0.909 -0.422 -0.921
C -0.552 -0.129 -0.781
N 0.320 0.779 -1.491
H -2.206 -0.089 1.767
H 1.419 -1.125 -1.565
H -0.646 1.192 0.732
H -1.406 -0.546 -1.303
H 0.560 1.646 -1.006

Atomic forces in eV per Å
O -0.6 0.3 -0.4
C 0.5 -0.1 0.2
C -0.3 -0.1 -0.2
C 0.0 0.2 -0.6
C 0.3 -0.4 -0.2
C -0.3 -0.3 0.1
N -0.1 0.1 0.1
H 0.1 -0.1 -0.1
H 0.0 0.0 0.0
H 0.2 0.7 1.0
H 0.2 -0.1 0.1
H -0.1 -0.3 0.1

Here is C5H5NO in the gas phase at a distorted geometry from the Open Molecules 2025 dataset. Energies are from wB97M-V/def2-TZVPD.

- HOMO: -8.41 eV
- Total charge: 0
- Kohn-Sham gap: 9.111 eV
- ΔE to the lowest compared entry with this formula, charge and spin: 118.0 kcal/mol

CARTESIAN COORDINATES (ANGSTROEM)
O -0.172 -1.253 1.405
C -0.424 -0.756 0.302
C -1.695 -0.959 -0.372
C -2.734 -1.077 -0.966
C 0.522 -0.014 -0.484
C 0.873 1.347 -0.105
N 1.739 0.302 0.475
H -3.662 -1.189 -1.478
H 2.347 -0.240 -0.113
H 0.302 1.828 0.693
H 1.370 2.048 -0.773
H 1.534 -0.036 1.418

Atomic forces in eV per Å
O -0.2 0.0 -0.3
C -0.1 0.0 0.2
C -0.6 0.0 -0.2
C 0.3 0.0 0.2
C -0.3 0.0 0.1
C 0.0 0.3 -0.1
N -0.2 -0.5 -0.1
H 0.1 0.0 0.0
H 1.0 0.5 0.3
H 0.2 0.0 -0.1
H -0.1 -0.2 0.0
H 0.0 0.0 -0.2

Here is C5H5NO in the gas phase from the Open Molecules 2025 dataset. Energies are from wB97M-V/def2-TZVPD.

- HOMO (alpha / beta): -7.46 / -7.44 eV
- Total charge: 0
- Kohn-Sham gap (alpha / beta): 7.008 / 6.992 eV
- ΔE to the lowest compared entry with this formula, charge and spin: 87.8 kcal/mol

CARTESIAN COORDINATES (ANGSTROEM)
O -0.064 0.658 -2.046
C -0.186 0.368 -0.744
C -1.282 -0.502 -0.339
C -1.049 -1.357 0.963
N 0.102 -1.179 1.584
C 0.715 0.753 0.225
C 0.848 -0.096 1.340
H 0.798 1.071 -2.208
H 1.471 1.511 0.042
H -2.086 0.113 0.095
H -1.737 -1.054 -1.166
H 1.685 0.076 2.019

Atomic forces in eV per Å
O 0.2 0.1 0.1
C -0.1 -0.1 0.3
C 0.1 0.1 -0.1
C 0.3 0.1 0.0
N -0.2 0.1 -0.1
C 0.0 -0.1 0.0
C 0.0 0.0 -0.1
H -0.1 0.0 0.0
H -0.1 -0.1 0.0
H 0.1 -0.1 0.0
H 0.0 0.1 0.1
H -0.1 0.0 -0.1

Here is C5H5NO in the gas phase at a distorted geometry from the Open Molecules 2025 dataset. Energies are from wB97M-V/def2-TZVPD.

- HOMO: -10.86 eV
- Total charge: 0
- Kohn-Sham gap: 11.520 eV
- ΔE to the lowest compared entry with this formula, charge and spin: 60.1 kcal/mol

CARTESIAN COORDINATES (ANGSTROEM)
O 1.697 -0.476 1.084
C 0.348 -0.117 1.262
C -0.134 0.551 -0.054
C -0.360 -0.452 -1.104
C -0.455 -1.286 -1.966
C -1.200 1.563 0.014
N -1.884 2.495 -0.030
H 1.742 -1.055 0.309
H -0.261 -0.991 1.532
H 0.310 0.600 2.085
H 0.739 1.145 -0.354
H -0.542 -1.977 -2.776

Atomic forces in eV per Å
O 0.0 -0.2 -0.1
C -0.3 0.1 0.1
C 0.2 0.0 -0.1
C 0.0 -0.3 -0.4
C 0.0 0.4 0.3
C -0.6 0.9 0.0
N 0.5 -1.1 0.2
H 0.1 0.0 0.2
H -0.1 0.2 -0.2
H 0.0 0.0 -0.1
H 0.0 -0.1 -0.1
H 0.0 0.1 0.2

Here is C5H5NO in the gas phase at a distorted geometry from the Open Molecules 2025 dataset. Energies are from wB97M-V/def2-TZVPD.

- HOMO: -10.34 eV
- Total charge: 0
- Kohn-Sham gap: 11.028 eV
- ΔE to the lowest compared entry with this formula, charge and spin: 31.0 kcal/mol

CARTESIAN COORDINATES (ANGSTROEM)
O 2.547 0.437 1.065
C 1.501 0.564 0.478
C 0.445 -0.487 0.491
C -0.971 -0.047 0.752
C -0.609 -0.586 -0.599
C -0.617 0.297 -1.746
N -0.661 0.993 -2.669
H 1.259 1.494 -0.078
H 0.775 -1.428 0.924
H -1.157 1.022 0.818
H -1.587 -0.660 1.399
H -0.926 -1.597 -0.836

Atomic forces in eV per Å
O -0.4 0.1 -0.3
C 0.2 -0.1 0.1
C 0.2 -0.1 0.1
C -0.2 0.1 0.1
C -0.1 -0.1 -0.1
C 0.0 0.6 -0.7
N 0.1 -0.6 0.9
H 0.0 -0.1 0.0
H -0.1 0.2 -0.1
H 0.1 -0.2 0.0
H 0.1 0.1 -0.1
H 0.0 0.1 0.0

Here is C5H5NO in the gas phase at a distorted geometry from the Open Molecules 2025 dataset. Energies are from wB97M-V/def2-TZVPD.

- HOMO: -10.38 eV
- Total charge: 0
- Kohn-Sham gap: 10.841 eV
- ΔE to the lowest compared entry with this formula, charge and spin: 27.6 kcal/mol

CARTESIAN COORDINATES (ANGSTROEM)
N 2.844 1.580 0.124
C 2.249 0.606 -0.080
C 1.508 -0.574 -0.424
O -1.781 -1.281 1.103
C -1.820 -0.122 0.767
C -0.753 0.511 -0.109
C 0.180 -0.578 -0.536
H 2.083 -1.474 -0.619
H -2.654 0.528 1.092
H -1.235 1.029 -0.952
H -0.236 1.291 0.468
H -0.301 -1.493 -0.870

Atomic forces in eV per Å
N -0.6 -0.9 -0.1
C 0.5 0.9 0.2
C -0.2 0.0 -0.1
O -0.2 0.5 -0.1
C 0.0 -0.3 0.1
C 0.1 -0.1 0.0
C 0.2 -0.1 0.0
H 0.0 0.2 -0.1
H 0.1 0.0 0.0
H 0.0 -0.2 0.1
H -0.1 -0.1 -0.1
H 0.1 0.1 0.1

Here is C5H5NO in the gas phase at a distorted geometry from the Open Molecules 2025 dataset. Energies are from wB97M-V/def2-TZVPD.

- HOMO (alpha / beta): -8.23 / -8.23 eV
- Total charge: 0
- Kohn-Sham gap (alpha / beta): 7.233 / 7.237 eV
- ΔE to the lowest compared entry with this formula, charge and spin: 151.0 kcal/mol

CARTESIAN COORDINATES (ANGSTROEM)
O 0.337 0.058 1.965
C 0.749 0.210 0.814
C 2.135 0.345 0.406
C 3.024 -0.116 -0.302
C 0.015 0.231 -0.402
C -2.162 -0.397 -0.383
N -1.580 0.723 -0.009
H 3.932 -0.326 -0.766
H 0.216 0.582 -1.406
H -2.509 -1.054 0.416
H -2.593 -0.489 -1.390
H -1.540 0.652 1.007

Atomic forces in eV per Å
O 0.0 0.3 -0.4
C -1.0 -0.2 -0.3
C 1.8 -1.8 -1.5
C -1.4 1.7 1.9
C -3.1 0.1 0.0
C 0.5 0.2 0.1
N 0.8 0.3 0.2
H 0.8 -0.3 -0.6
H 0.2 -0.1 0.4
H 0.0 -0.4 -0.4
H 0.8 -0.3 0.2
H 0.5 0.6 0.2